48
Properties=species:S:1:pos:R:3:forces:R:3 method="wB97M-V/def2-TZVPD" total_charge=+1 multiplicity=3 energy_ev=-143488.6888 lumo_energy_ev="-3.20 / -5.79" homo_energy_ev="-10.9 / -10.9"
Au 0.748599 -0.435430 1.343280 0.163 -0.037 0.299
O 0.278781 2.681128 -2.979847 0.010 -0.007 -0.071
C 0.073510 3.633385 -2.006906 0.010 -0.031 0.046
C -0.286269 4.933708 -2.315918 0.000 0.014 0.086
C -0.498884 5.840528 -1.286916 -0.004 -0.001 -0.056
C -0.357307 5.446884 0.033513 0.002 0.010 0.020
C 0.006072 4.140858 0.328760 0.004 0.010 0.017
C 0.227663 3.222814 -0.684417 0.002 0.055 -0.133
C 0.655075 1.803394 -0.389981 0.099 -0.028 -0.078
O 0.846044 1.612535 0.959844 -0.050 0.100 -0.037
N -0.417564 0.892561 -0.892054 -0.243 -0.012 0.152
N -0.296585 -0.379838 -0.446838 0.057 -0.070 -0.225
C -0.846465 -1.384390 -1.017276 0.012 0.127 0.092
C -0.812999 -2.734810 -0.482230 -0.104 -0.034 -0.048
Br -0.370833 -2.932965 1.377236 -0.016 -0.120 -0.115
C -1.152095 -3.839334 -1.157089 0.051 0.060 0.108
C -1.446965 -3.927680 -2.588540 -0.056 -0.020 -0.031
C -2.366945 -4.892700 -3.008560 0.002 0.059 -0.016
C -2.696985 -5.013548 -4.346793 0.004 0.004 0.022
C -2.094883 -4.188280 -5.286819 0.013 0.017 0.001
C -1.151265 -3.252855 -4.885313 -0.018 -0.014 -0.017
C -0.824623 -3.122829 -3.545412 0.039 -0.050 -0.069
H 0.235865 3.096229 -3.848943 0.000 -0.029 0.043
H -0.401242 5.235717 -3.350378 -0.002 -0.003 -0.013
H -0.778426 6.857901 -1.524984 -0.001 0.006 -0.002
H -0.524423 6.156729 0.831460 0.001 -0.001 0.010
H 0.133586 3.819314 1.352633 -0.001 -0.007 0.005
H 1.573550 1.580758 -0.958741 -0.035 -0.018 0.015
H -0.610293 0.968586 -1.886346 0.073 0.057 -0.005
H -1.410397 -1.232188 -1.934094 0.002 -0.024 0.022
H -1.238165 -4.767475 -0.603578 0.056 0.000 0.022
H -2.832173 -5.541210 -2.276759 0.001 -0.005 0.012
H -3.417696 -5.757514 -4.657232 -0.005 0.000 -0.009
H -2.345476 -4.288960 -6.334086 0.003 0.002 -0.006
H -0.653715 -2.634594 -5.620127 0.002 -0.002 -0.012
H -0.040022 -2.434073 -3.258231 -0.007 -0.027 0.018
Cl 2.114219 0.749849 8.626785 0.003 -0.011 -0.046
C 2.106262 0.374250 6.966732 0.013 0.008 0.052
C 0.905741 0.506584 6.250161 -0.035 0.003 -0.048
C 0.881869 0.212393 4.919310 -0.027 0.029 0.069
Cl -0.575220 0.360628 4.037475 -0.053 0.014 0.006
C 2.071167 -0.235303 4.221858 0.053 0.002 -0.057
O 2.123658 -0.515688 3.004250 -0.063 -0.008 0.017
C 3.279187 -0.359151 5.025659 0.009 0.008 0.053
Cl 4.688776 -0.888041 4.236049 0.020 -0.004 0.012
C 3.289674 -0.058266 6.358733 0.016 -0.014 -0.071
H 0.013527 0.839730 6.760180 -0.019 -0.001 -0.022
H 4.195087 -0.149340 6.940487 0.020 -0.009 -0.015

=====

52
Properties=species:S:1:pos:R:3:forces:R:3 method="wB97M-V/def2-TZVPD" e_above_lowest_kcal_mol=8.8 total_charge=-1 energy_ev=-69336.2046 lumo_energy_ev=2.25 homo_energy_ev=-4.6
Ba 0.525115 0.730026 0.645632 0.103 -0.178 0.150
C -1.549865 -1.714099 -1.376909 -0.013 0.025 0.029
N -1.805480 -0.640309 -0.415906 -0.087 -0.034 0.000
C -2.637098 0.377130 -1.059206 -0.007 0.014 0.037
C -2.481816 -1.175556 0.785212 0.050 0.125 -0.055
C -2.367267 -0.237602 1.986921 -0.013 -0.025 -0.028
N -1.015883 -0.239181 2.522449 0.060 -0.002 0.142
C -0.749130 -0.548456 3.794758 0.003 0.024 -0.106
C 0.589970 -0.381364 4.250622 -0.025 0.058 0.035
F 1.511723 0.067156 3.346990 -0.079 0.109 -0.237
C 1.013864 -0.590009 5.534306 0.044 -0.060 -0.003
F 2.306565 -0.350767 5.834936 0.015 0.004 -0.004
C 0.159017 -1.038658 6.526500 -0.063 -0.012 -0.033
C -1.142562 -1.259184 6.120329 0.031 0.018 -0.016
F -2.037364 -1.719931 7.020086 -0.009 -0.008 0.023
C -1.588260 -1.039914 4.833873 -0.003 -0.018 0.021
F -2.892971 -1.340383 4.594259 -0.018 0.010 -0.021
H -2.490053 -2.179489 -1.710878 0.004 -0.014 0.002
H -0.902028 -2.465555 -0.931122 -0.011 -0.013 0.011
H -1.042363 -1.307857 -2.254984 -0.003 0.008 0.002
H -2.145472 0.720252 -1.970099 -0.031 -0.031 0.046
H -2.782832 1.239160 -0.405006 0.020 -0.020 -0.026
H -3.623965 -0.028323 -1.331057 -0.006 -0.020 0.010
H -2.012495 -2.127685 1.036829 0.019 0.013 0.024
H -3.541120 -1.366887 0.548415 -0.004 -0.018 -0.018
H -3.136529 -0.499450 2.708098 -0.020 -0.047 -0.003
H -2.606323 0.783170 1.654613 -0.046 -0.007 0.016
H 0.488118 -1.210631 7.538300 -0.007 -0.006 0.007
F 3.318253 -0.700484 -5.464451 0.010 -0.011 -0.047
C 2.941179 -1.017515 -4.218412 -0.025 0.023 0.080
C 3.277625 -0.200826 -3.156130 0.012 -0.038 -0.026
F 4.014082 0.896383 -3.378799 0.021 -0.003 -0.011
C 2.861254 -0.528975 -1.880858 0.077 0.047 0.072
F 3.187425 0.333167 -0.884614 0.036 0.001 -0.051
C 2.149070 -1.687720 -1.565138 -0.111 -0.003 -0.073
S 1.715624 -2.117374 0.062551 0.040 -0.017 -0.003
C 1.822658 -2.476538 -2.677864 0.026 -0.003 0.009
F 1.124082 -3.606562 -2.512142 -0.018 -0.025 0.015
C 2.198952 -2.158839 -3.969538 0.011 0.026 0.067
F 1.856236 -2.956149 -4.989539 -0.002 -0.014 -0.024
Te -0.879846 3.893299 0.870341 -0.011 0.019 -0.037
C 0.032147 3.427407 -0.986574 0.026 -0.069 0.012
C 1.427762 3.416155 -1.123259 -0.037 -0.026 0.000
C 2.042344 2.964227 -2.284667 0.020 0.024 -0.008
C 1.279998 2.508869 -3.351671 0.045 0.008 0.018
C -0.103904 2.529996 -3.245928 -0.051 0.018 -0.002
C -0.716213 2.984441 -2.085205 -0.010 0.079 0.020
H 2.036948 3.763410 -0.295967 0.014 0.027 0.003
H 3.122352 2.951352 -2.348975 -0.007 0.023 0.003
H 1.759125 2.144873 -4.251113 0.007 0.000 -0.015
H -0.713585 2.185744 -4.073792 -0.008 0.002 0.000
H -1.797066 2.996054 -2.016219 0.035 0.019 -0.009

=====

50
Properties=species:S:1:pos:R:3:forces:R:3 method="wB97M-V/def2-TZVPD" e_above_lowest_kcal_mol=0.0 total_charge=+3 multiplicity=5 energy_ev=-184813.1088 lumo_energy_ev="-12.56 / -13.47" homo_energy_ev="-18.1 / -18.4"
Pd 0.116296 -1.031875 -1.199776 0.119 -0.316 -0.145
C -3.238403 -1.413905 0.205789 0.022 -0.074 -0.004
C -2.564208 -0.102422 0.050492 0.124 -0.125 -0.001
C -3.306744 1.112501 0.166242 -0.025 0.037 0.010
C -2.723883 2.381463 0.003326 0.023 0.062 -0.026
C -1.401991 2.479288 -0.308579 -0.050 -0.043 0.080
C -0.415471 3.593280 -0.184760 0.002 0.130 0.011
Br -1.183222 5.254347 0.386452 0.074 -0.149 -0.057
C 1.832166 3.415171 -0.310398 0.057 0.058 -0.040
C 2.627145 2.182234 -0.614838 0.084 0.070 -0.027
Br 4.225786 2.130885 -1.460910 -0.116 0.004 0.055
C 1.857975 1.040314 -0.270890 -0.048 -0.013 0.001
O 2.000269 -0.146421 -0.684139 0.100 -0.028 0.040
C -0.613060 1.233106 -0.455026 0.171 -0.060 -0.203
N -1.263146 -0.026159 -0.151462 -0.276 0.300 0.171
H -3.507069 -1.548818 1.258190 -0.014 0.011 -0.001
H -2.602898 -2.242282 -0.101861 -0.010 -0.001 0.010
H -4.167994 -1.430753 -0.363621 -0.004 -0.006 -0.009
H -4.355423 1.025672 0.418171 -0.005 -0.007 0.000
H -3.323248 3.268119 0.172714 0.018 0.014 -0.001
H 2.443365 4.287669 -0.093020 0.025 -0.025 -0.005
N 1.367968 4.311937 2.678560 0.046 0.034 0.044
C 0.677722 3.277053 2.201415 -0.172 0.008 -0.212
O -0.050449 2.546433 2.844813 0.043 -0.061 0.005
C 0.738914 2.990287 0.691168 0.015 -0.107 0.160
C 0.646376 3.799808 -1.338728 -0.023 0.142 -0.003
C 0.573644 3.033372 -2.602847 0.002 -0.012 -0.011
C 0.306255 1.663679 -2.755008 -0.080 0.039 0.042
N -0.169562 0.867491 -1.830415 -0.023 0.034 0.074
C 0.620772 1.471726 0.455036 -0.083 0.167 0.093
H 1.261178 4.547151 3.656502 0.015 0.006 -0.010
H 1.870176 4.957083 2.093744 0.020 -0.002 0.030
H 0.721348 4.857060 -1.581498 -0.007 -0.016 0.005
H 0.867994 3.550314 -3.509200 0.002 0.005 -0.004
H 0.534050 1.207214 -3.714296 -0.004 -0.024 0.013
H 0.470184 0.958840 1.410682 0.026 -0.048 -0.038
F 2.048630 -6.876085 1.709935 -0.046 0.000 -0.030
C 0.942369 -6.833031 0.971126 0.024 -0.003 0.009
F -0.097446 -7.185942 1.725243 0.034 0.016 -0.032
F 1.056458 -7.676955 -0.045855 -0.007 0.027 0.038
C 0.727395 -5.404580 0.470764 0.005 -0.043 0.035
C 0.552369 -5.137580 -0.877975 -0.045 0.062 -0.031
C 0.342286 -3.827173 -1.259663 0.014 -0.120 -0.035
N 0.315969 -2.831433 -0.358752 -0.038 0.018 -0.046
C 0.490950 -3.081029 0.951016 -0.021 0.054 0.037
C 0.696602 -4.367426 1.397916 -0.013 0.046 -0.030
H 0.568634 -5.925628 -1.618452 0.011 0.004 0.000
H 0.187975 -3.563286 -2.304004 0.014 -0.052 0.017
H 0.461487 -2.233275 1.622103 0.009 -0.026 0.020
H 0.833513 -4.557440 2.454575 0.009 0.009 0.000